ORCA calculation (ωB97M-V/def2-TZVPD) on a structure of composition C3H5O4Sn.

Output
Frontier orbital gap (alpha / beta): 4.915 / 8.571 eV
Relative energy (zero: lowest compared OMol25 entry of this formula, charge and spin): 16.37 kcal/mol
HOMO energy (alpha / beta): -4.72 / -8.44 eV
LUMO energy (alpha / beta): 0.2 / 0.1 eV
2S+1: 2
DFT total energy: -632.49836 hartree

Geometry as XYZ:
```
13
Properties=species:S:1:pos:R:3:forces:R:3
O 0.860412 0.543458 0.749315 0.2218 0.2262 -0.0228
C -0.315550 -0.004974 0.543538 -0.0036 0.1371 0.8970
C 1.829676 -0.465818 1.080456 0.1838 -0.0580 0.0371
O -1.308840 0.630535 0.220547 0.9722 -0.2603 3.9267
O -0.331227 -1.291969 0.807018 -0.1424 -0.3888 -0.0935
C 0.983994 -1.744506 1.171011 0.1339 -0.1568 0.0277
Sn -1.639022 0.706830 -1.732688 -6.1329 -0.6395 -3.6470
H 2.305037 -0.190286 2.026664 -0.1089 -0.0316 -0.2535
H 2.573748 -0.498090 0.277759 -0.1531 0.0329 0.2146
H 0.936744 -2.163456 2.181017 -0.0316 0.0885 -0.2525
H 1.288778 -2.514235 0.455286 -0.0910 0.1578 0.1861
O 0.140556 1.011238 -2.053819 5.0895 0.9022 -0.7382
H 0.823591 0.346847 -1.972262 0.0622 -0.0096 -0.2819
```
Positions in Å, forces in eV/Å.